# 1
The following is a quantum chemistry calculation of one molecule with the formula C3H2ClNO in a non-equilibrium geometry, from OMol25.

Values from the calculation:
2S+1: 1
Orbital gap (eV): 10.6
ΔE to the lowest compared entry with this formula, charge and spin (kJ/mol): 153.9

CARTESIAN COORDINATES (ANGSTROEM)
C 0.8336 0.7994 0.0177
C -0.1534 -1.1209 0.0375
C 1.8671 -0.0422 0.0358
N 1.0041 -1.6128 -0.0240
H -0.9668 -1.7374 0.0959
H 0.6835 1.8935 0.1361
Cl 3.4979 0.0098 -0.0013
O -0.4037 0.1639 -0.0324

Forces on atoms 1 to 2 (eV/Å):
-0.2 1.1 0.3
1.4 -0.8 -0.7

***

# 2
The following is a quantum chemistry calculation of a 2-piece molecular cluster, C5H5N overall in a non-equilibrium geometry, from OMol25.

Values from the calculation:
2S+1: 1
Orbital gap (eV): 9.1
ΔE to the lowest compared entry with this formula, charge and spin (kJ/mol): 544.3

CARTESIAN COORDINATES (ANGSTROEM)
H 2.4764 -1.8731 -0.6376
C -1.0423 0.6142 0.0652
C -0.7983 1.8512 0.5352
C 1.9159 -1.3047 0.1232
H 2.0690 -1.5302 1.1492
C 0.8114 -0.6635 -0.3395
H 0.8307 -0.4735 -1.4402
N -2.7990 -1.1167 -0.6172
H 0.1243 2.1281 0.8727
H -1.5854 2.6904 0.5624
C -2.0028 -0.3222 -0.2733

Forces on atoms 1 to 2 (eV/Å):
0.0 0.6 0.4
4.4 -0.4 1.2

***

# 3
The following is a quantum chemistry calculation of one molecule with the formula C8F10 in a non-equilibrium geometry, from OMol25.

Values from the calculation:
2S+1: 1
Orbital gap (eV): 9.8

CARTESIAN COORDINATES (ANGSTROEM)
C 0.0928 0.2310 0.6437
F 2.6045 -3.1727 -2.0272
C -0.7954 -0.6851 0.0361
F -1.4743 1.2269 2.2712
F -1.2535 -2.1927 -1.7352
F 3.2675 -0.3476 -1.0225
F 0.7909 -2.6812 -3.3345
C 1.8123 -2.1599 -2.5724
F 2.3664 1.2184 0.8997
C -0.2742 -1.4588 -1.0415
F -0.1106 2.6284 1.3691
C 1.9778 -0.5200 -0.7187
F -2.1863 -0.7346 0.2794
C 1.4827 0.2951 0.3353
C 1.1168 -1.3493 -1.4238
F 2.5245 -1.3375 -3.5516
C -0.2617 1.3442 1.7010
F 0.6604 1.3506 2.8030

Forces on atoms 1 to 2 (eV/Å):
0.9 1.9 1.6
-1.3 2.3 -1.7

***

# 4
The following is a quantum chemistry calculation of C33H35N2O9PrS as an isolated structure in a non-equilibrium geometry, from OMol25.

Values from the calculation:
2S+1: 3
Orbital gap (alpha / beta) (eV): 4.2 / 4.2
Total charge: -2
ΔE to the lowest compared entry with this formula, charge and spin (kJ/mol): 0.0

CARTESIAN COORDINATES (ANGSTROEM)
O -1.5518 -2.7688 2.2631
O 4.3755 1.8254 -3.3860
O 8.0394 -1.2547 -2.5518
C 2.5292 2.4350 2.3118
C -3.1651 2.7227 -0.9213
C -1.2740 4.5975 -1.7397
O 3.9052 -3.4855 1.3615
H -1.4795 -1.3184 3.7087
H -2.7372 2.1145 1.7547
C 3.9403 -1.6904 -0.1828
C -3.2857 -2.3876 -1.3405
C -2.4388 1.0897 -2.6962
O 2.5820 1.6902 -2.3967
H -6.2271 -2.4992 -3.8571
C -0.0165 2.1010 2.0703
C -0.3304 0.4460 3.6039
H -2.9627 1.6678 3.4372
H -3.3820 0.6174 -2.4102
H -1.2757 3.1228 0.6667
H 2.3714 3.4418 1.9244
C 6.0425 -1.4018 -1.4532
C -3.0687 3.9493 -0.2635
C -4.1383 -2.0427 -3.5714
H -3.8967 1.9947 -0.5763
H -2.4728 -2.3614 -0.6153
O 2.2162 -0.1472 -0.6552
H -1.7516 -0.2109 5.0598
H 3.1584 2.5189 3.1983
C -2.4662 1.3773 2.5092
H -0.6956 3.1638 -3.2287
O 2.0915 -2.3632 1.2910
N 3.6857 1.2744 -2.5810
C -3.0664 -1.9871 -2.6671
H -0.9790 -2.3204 -2.9583
H -2.0412 5.8365 -0.1525
H 1.7477 -0.6708 5.0274
C 3.2812 -2.5558 0.8747
C -2.3219 2.4232 -2.0022
C -2.1228 4.8857 -0.6728
H -0.5277 5.3247 -2.0486
O -1.0012 -0.2618 -0.8264
H 0.9503 -4.3559 1.4360
H -2.4612 1.2389 -3.7814
C 1.0484 0.7498 3.5741
C -0.5855 -2.8763 1.5253
H 5.7193 -2.9189 -0.0049
C -4.5501 -2.8045 -0.9208
H -0.2860 -1.1927 4.9912
O 7.8507 -2.7691 -1.1715
C -0.2311 3.0758 0.9689
H -0.1430 -4.2978 -0.0041
C 5.4924 -0.3063 -2.1170
S -1.0545 -0.0233 -2.3063
H 6.0933 0.2134 -2.8521
C -5.6084 -2.8406 -1.8250
C -1.3732 3.3735 -2.4048
H -0.7261 -5.0266 1.5454
N 7.3789 -1.8305 -1.7400
H -6.5926 -3.1640 -1.4960
C -0.0994 -4.2234 1.1020
C 5.2650 -2.0729 -0.5032
H 2.5447 0.8969 5.0854
C 4.1851 0.1353 -1.8553
H -3.7249 4.1671 0.5749
C -5.4019 -2.4643 -3.1507
H 0.3506 2.7952 0.0892
C -0.9947 -0.6216 4.3913
C 2.1231 0.1475 4.4132
H -4.7062 -3.0966 0.1148
H 0.2328 -2.0374 -1.0359
C -0.9924 1.2995 2.6992
H 0.0721 4.0816 1.2653
H -2.8853 0.4189 2.1969
Pr 0.5908 -0.8263 0.7150
C -1.7067 -1.5180 -3.1243
H -1.7100 -1.3105 -4.2001
C 1.2343 1.7849 2.6371
H 3.0773 1.8657 1.5602
H -4.0029 -1.7555 -4.6118
C 3.4051 -0.5589 -0.8845
H 2.9362 -0.2450 3.7989

Forces on atoms 1 to 2 (eV/Å):
-1.4 -0.5 0.7
2.9 0.6 -1.9

***

# 5
The following is a quantum chemistry calculation of a 2-piece molecular cluster, C2Cl2F4O4S2 overall in a non-equilibrium geometry, from OMol25.

Values from the calculation:
2S+1: 1
Orbital gap (alpha / beta) (eV): 8.1 / 8.2
ΔE to the lowest compared entry with this formula, charge and spin (kJ/mol): 83.1

CARTESIAN COORDINATES (ANGSTROEM)
F 0.7549 -1.7379 -0.5811
F 0.4278 0.1529 -2.4930
C 0.5998 1.1395 -0.0717
O -1.4276 1.4823 -1.6023
O 1.1706 -1.2585 2.2096
O 0.6012 2.5915 -2.3907
S -0.1874 -1.2559 1.8811
O -1.1992 -0.3809 2.3265
F 1.8757 0.7560 -0.1138
Cl -1.8066 -1.3628 -0.6755
C -0.3359 -1.1340 0.0315
S 0.0195 1.5061 -1.7615
F -0.7147 -2.7865 2.1198
Cl 0.2220 2.2883 1.1212

Forces on atoms 1 to 2 (eV/Å):
-1.9 0.7 0.9
0.1 1.1 0.6

***

# 6
The following is a quantum chemistry calculation of a 3-piece molecular cluster, C17H36FNO5S overall, from OMol25.

Values from the calculation:
2S+1: 1
Orbital gap (eV): 10.9

CARTESIAN COORDINATES (ANGSTROEM)
C -0.9386 -1.8583 4.1088
H 2.2167 2.1170 -1.3567
O -2.0564 0.8413 5.0634
H 5.9890 2.2606 -1.4861
H -3.1475 2.1584 -6.1243
H 3.7760 0.2589 -0.7811
H 0.1418 -3.6405 3.6306
C -2.3498 1.2304 -2.8640
H 4.1331 3.1007 0.8130
H -1.8095 -1.3770 3.6572
H -0.4618 -3.9235 1.4464
C -2.1941 1.6526 -5.9583
H 1.0097 0.3261 1.8276
H -0.4812 1.4032 -1.8346
C -2.1334 -2.6613 1.5075
H 2.4691 3.5780 0.5875
O -0.2029 -0.7458 4.7351
H 2.7419 1.9879 2.4516
H -2.9354 1.2314 -1.9396
H -3.4371 -4.1323 1.8449
H 3.5642 3.2066 -1.5659
H -0.1422 -2.2497 1.0254
C -0.9228 -0.6929 -1.9815
H -1.7115 1.5227 -6.9279
C -0.1078 -2.6869 3.1624
S -1.2217 -0.0729 5.7570
C -0.6653 -2.8869 1.7364
C 4.1342 1.1525 -1.3006
H -1.5619 2.3143 -5.3647
H -3.0093 -0.3322 -5.9189
H 4.0612 0.9303 -2.3683
C -3.1083 0.4197 -3.9162
H 0.5690 1.9150 1.2013
H -2.2883 2.2751 -3.1815
F -2.2052 -3.5700 5.2730
C 5.5976 1.3975 -0.9441
H 1.2325 0.6874 0.1189
C 3.2235 2.3395 -0.9917
H -0.3203 0.7672 -3.4546
H -3.3009 -0.5857 -3.5323
C 1.3012 1.1091 1.1236
C 3.1569 2.7329 0.4858
H -3.8021 -2.7339 2.5561
H 5.7276 1.5840 0.1229
C 2.7081 1.6147 1.4250
H 0.1026 -0.9995 -1.7583
C -0.9426 0.7220 -2.5558
N -3.0238 -3.3658 2.3735
H -4.0917 0.8770 -4.0638
H 0.8445 -2.1651 3.0380
O -2.0869 -1.4159 6.0523
H -1.3311 -1.4186 -2.6870
O -2.5043 -1.9141 0.6539
H 3.4143 0.7806 1.3827
H -0.5626 -2.7708 6.0481
H -1.4949 -0.7458 -1.0566
C -1.4047 -2.4933 5.4039
O -0.5169 0.3011 6.9244
C -2.4070 0.3078 -5.2690
H -1.4451 -0.1992 -5.1524
H 6.2124 0.5342 -1.2021

Forces on atoms 1 to 2 (eV/Å):
-0.4 0.3 0.3
0.0 0.0 0.0

***

# 7
The following is a quantum chemistry calculation of one molecule with the formula C24H27N3O6S2 in a non-equilibrium geometry, from OMol25.

Values from the calculation:
2S+1: 1
Orbital gap (eV): 8.8
ΔE to the lowest compared entry with this formula, charge and spin (kJ/mol): 0.0

CARTESIAN COORDINATES (ANGSTROEM)
H -2.6926 -1.4093 -2.0591
H 0.7819 1.0122 4.3403
H 3.3191 -4.0111 -3.6377
C -3.3569 -0.6593 -0.1536
H -0.8650 1.4541 4.8396
H -0.7217 5.1059 4.6813
C 3.8820 -3.7835 -4.5396
H 2.1571 -3.4857 -5.8298
N -1.0247 -0.9449 -0.8985
S 0.0767 3.0081 3.3106
C 4.0510 -0.4055 -0.1390
H 1.1783 0.9982 0.9680
H -5.3151 0.7847 1.3177
H -2.0704 4.1423 5.3147
O -4.4148 -1.1171 0.2086
S -0.3016 -1.4575 0.5711
C -4.7891 2.2576 2.7923
H 5.0840 -0.1562 -0.3306
C -1.6772 4.6538 4.4298
O -0.8590 -0.6544 1.6236
H 3.6444 -2.6953 -6.3881
C 3.0512 -2.9413 -5.5033
H -2.4411 -2.5127 -0.6839
C -2.5082 3.0224 2.7958
H -1.3031 2.2307 1.2237
C -2.2790 2.2345 1.6758
C -2.3771 -1.4683 -1.0135
O 2.7021 -1.6824 -4.9594
H 4.1704 -4.7136 -5.0212
O 0.5455 2.8761 1.9598
O 0.9175 3.7558 4.1989
H 2.2296 0.4610 -3.7509
H 4.2795 -2.4507 -0.7395
N -2.9066 0.5961 0.0893
C -3.7913 3.0448 3.3431
H 0.5579 0.8353 -1.9625
C 1.5949 -0.3413 -3.4110
H -4.0204 3.6627 4.1954
C -0.0150 -2.4302 -2.5854
C 0.9193 -2.6399 -3.5845
H -2.3754 5.4301 4.1170
C 3.6006 -1.6963 -0.3723
H -1.9589 0.7551 -0.2382
C -4.5472 1.4266 1.7139
H 0.9917 -3.6222 -4.0237
C 0.6624 -0.1360 -2.4198
H -0.5849 0.6964 3.2412
C -0.1443 -1.1855 -1.9886
C 1.8560 0.2510 0.5845
C 2.2761 -2.0161 -0.1310
C -3.2743 1.4191 1.1568
H -5.7761 2.2833 3.2295
C 1.7463 -1.6000 -3.9999
C -0.1863 1.3589 4.0024
C 3.1862 0.5619 0.3467
H 3.5359 1.5635 0.5421
N -1.4383 3.7492 3.3306
H 4.7793 -3.2389 -4.2565
H 1.8905 -3.0106 -0.2893
H -0.6340 -3.2493 -2.2532
O -0.4370 -2.8814 0.6861
C 1.4191 -1.0349 0.3329

Forces on atoms 1 to 2 (eV/Å):
0.1 0.0 0.1
0.2 0.0 0.0

***

# 8
The following is a quantum chemistry calculation of C33H41AsBMnN5OPS as an isolated structure, from OMol25.

Values from the calculation:
2S+1: 6
Orbital gap (alpha / beta) (eV): 8.3 / 8.7
Total charge: +1
ΔE to the lowest compared entry with this formula, charge and spin (kJ/mol): 0.0

CARTESIAN COORDINATES (ANGSTROEM)
C -0.4377 3.2398 0.3248
H -5.7402 0.5784 1.3468
H -3.8550 2.3495 -4.9520
H -2.7248 -1.4241 -1.2508
C -2.2875 1.2614 -3.9965
H 0.9683 0.7357 5.0316
C -2.0821 1.1047 2.4330
C -2.5761 -2.0060 -0.3546
C 0.7766 3.6073 -0.2508
H 6.5446 -1.5537 -0.2880
H 1.0280 -2.9436 -0.4541
H 2.2375 -1.1005 -2.5332
C -1.5439 1.0377 -2.8335
H -2.0628 0.6907 -4.8827
H -4.4011 -3.2328 -0.0641
S 2.7835 0.4851 -0.3410
C -0.3062 -3.4461 -2.8707
C 1.1095 -2.9300 -2.6421
H 0.5465 -3.4909 1.7664
C -4.3561 0.5640 2.9828
N -1.4442 -1.8811 0.3470
H -3.0546 3.3654 -0.8877
H 5.1455 -1.9088 -1.3347
As 4.4592 -0.4260 0.5577
H -5.1014 0.2835 3.7141
H 1.7684 -3.3806 -3.3954
C -2.4415 1.2884 1.0952
Mn 0.2090 -0.5682 0.0677
H 4.9770 -2.1317 2.3214
H 2.2387 5.1507 -0.4776
H 1.8562 -0.4894 -4.7823
H 0.7210 -1.8503 -4.9682
C -4.7151 0.7321 1.6556
C 0.8073 0.0963 4.1837
H 1.3252 2.9049 -0.8681
C -2.8420 2.7645 -1.7635
C 1.6359 -3.3418 -1.2791
H 1.6067 -4.4255 -1.1654
C -2.7206 -3.3374 1.3735
H -1.1221 6.1000 1.9966
H -0.7083 -3.1508 -3.8402
H -4.0604 1.2072 -0.3222
H -1.0506 1.2254 2.7451
C 1.2970 4.8699 -0.0260
C -1.8524 1.7861 -1.6861
N -1.5469 -2.7070 1.4097
H -2.0608 3.8647 1.5929
C -3.4239 -2.9215 0.2523
C 1.0157 -1.0163 -4.3306
C -3.5637 2.9800 -2.9224
C 1.2483 -1.4198 -2.8708
C -3.2954 2.2068 -4.0390
H -0.7481 -3.6075 3.3004
H -0.9816 -3.0803 -2.0961
N 0.1651 -1.5944 2.9044
H -2.9771 -4.0414 2.1435
N 0.2586 -0.5983 -2.1235
H -2.7449 0.6131 4.4040
C -1.1197 4.1421 1.1362
C 4.0802 -1.8930 1.7501
C 5.4843 0.8467 1.5742
O -0.0875 -0.1026 -4.2721
C 0.1466 -1.1244 4.1515
H 3.2735 -1.6113 2.4150
H 1.7617 1.1130 2.4296
H -4.3291 3.7423 -2.9502
C -3.7625 1.0912 0.7118
C -3.0355 0.7504 3.3710
C 0.6150 5.7682 0.7832
C -0.4253 0.0636 -2.9863
H 3.7728 -2.7603 1.1685
H 5.9544 -0.3284 -1.4444
H 6.4172 0.3925 1.9053
N 0.8509 -0.7454 2.1056
P -1.0693 1.5848 -0.0580
B -0.3485 -2.9653 2.3744
H 2.6651 -3.0099 -1.1357
H 5.6883 1.7122 0.9450
H -0.3213 -4.5345 -2.8311
C 5.6633 -1.1333 -0.7702
C 1.2230 0.2897 2.8734
H 1.0243 6.7529 0.9621
C -0.5895 5.4032 1.3648
H -0.3284 -1.6906 4.9326
H 4.8960 1.1588 2.4366

Forces on atoms 1 to 2 (eV/Å):
0.0 0.0 0.0
0.0 0.0 0.0

***

# 9
The following is a quantum chemistry calculation of a 4-piece molecular cluster, CH10N2O3 overall in a non-equilibrium geometry, from OMol25.

Values from the calculation:
2S+1: 1
Orbital gap (eV): 10.2
ΔE to the lowest compared entry with this formula, charge and spin (kJ/mol): 128.2

CARTESIAN COORDINATES (ANGSTROEM)
H -2.5147 -0.7800 0.6140
N -1.1333 1.8331 -0.8207
H -1.4313 2.7717 -0.8326
H -2.5442 1.7097 0.5723
H 0.8595 -1.8052 -1.2160
H -0.3315 -1.7636 -2.0383
H 0.3605 1.1645 -1.0982
O 2.8957 -1.0759 2.9390
O 1.3109 0.8037 -1.4001
H 2.9653 -2.0251 3.0775
C -1.9709 1.1095 -0.1508
O -0.0067 -1.9584 -1.0988
H 3.0395 -0.6947 3.8009
H -1.1030 -0.7250 -0.3810
N -1.9481 -0.2006 -0.0550
H 1.5522 1.6362 -1.9122

Forces on atoms 1 to 2 (eV/Å):
0.8 1.6 -1.0
-0.2 -2.1 -0.6

***

# 10
The following is a quantum chemistry calculation of an isolated ion of composition C3H7ClO3P and charge -1 in a non-equilibrium geometry, from OMol25.

Values from the calculation:
2S+1: 1
Orbital gap (eV): 9.3
Total charge: -1
ΔE to the lowest compared entry with this formula, charge and spin (kJ/mol): 57.0

CARTESIAN COORDINATES (ANGSTROEM)
H 0.5423 -0.5431 2.6238
P -1.5615 -0.9086 -1.4897
C 0.1955 0.1277 0.5146
H 0.0728 1.3325 -1.3399
H 1.9126 -0.9992 1.3049
H 1.5763 0.7627 -0.9569
H 0.7839 2.1429 0.0294
C 1.1219 -0.3168 1.6985
Cl -3.0453 -1.1307 -0.1121
O 0.0380 -1.0317 -0.2619
O -1.6202 -2.0935 -2.3753
C 0.6958 1.1945 -0.4464
O -1.6481 0.4457 -2.0233
H -0.7602 0.4268 0.8562
H 1.6963 0.5907 1.9782

Forces on atoms 1 to 2 (eV/Å):
0.6 -0.7 -0.9
2.4 -1.6 0.6

***

# 11
The following is a quantum chemistry calculation of a 3-piece molecular cluster, C5H14N2 overall in a non-equilibrium geometry, from OMol25.

Values from the calculation:
2S+1: 1
Orbital gap (eV): 4.9
ΔE to the lowest compared entry with this formula, charge and spin (kJ/mol): 800.1

CARTESIAN COORDINATES (ANGSTROEM)
H 1.4182 -1.6887 -1.3011
H -0.8166 -2.4030 -0.9028
H -0.2948 -2.0632 -2.6558
H 1.3915 -0.7117 2.2372
H -0.5256 2.5767 0.6385
H 0.5424 1.1025 -1.0697
C -0.2859 2.9134 -0.3756
C -0.4365 -0.4300 1.3415
H -1.4775 0.9475 2.2188
C 0.3791 2.1652 -1.2699
N -0.5320 0.5622 2.3063
H 1.2960 -1.5205 0.6708
N 0.6815 -0.9821 -1.2467
H -0.0726 3.9766 -0.4277
H 0.6403 2.6407 -2.2108
H -1.3362 -0.9071 -1.7273
C -0.5372 -1.6534 -1.6771
H -1.4255 -0.9155 1.1953
H 0.5522 -2.2651 2.1937
C 0.7844 -1.3808 1.6232
H 0.0550 0.0363 0.4393

Forces on atoms 1 to 2 (eV/Å):
0.0 0.0 0.5
-0.2 -0.2 -0.7

***

# 12
The following is a quantum chemistry calculation of a 2-piece molecular cluster, CH2N2O3S overall in a non-equilibrium geometry, from OMol25.

Values from the calculation:
2S+1: 1
Orbital gap (alpha / beta) (eV): 6.6 / 6.7
ΔE to the lowest compared entry with this formula, charge and spin (kJ/mol): 605.6

CARTESIAN COORDINATES (ANGSTROEM)
O -0.4961 -0.2259 -2.0774
N -0.0912 -0.0205 0.0452
S 0.6086 2.3953 -0.6269
N -0.5177 -0.7708 -1.0115
O -0.8580 -1.9031 -0.7752
O 0.1977 0.2891 2.2884
C -0.1404 -0.3428 1.3327
H 1.8663 1.9545 -0.6179
H -0.5693 -1.3759 1.4426

Forces on atoms 1 to 2 (eV/Å):
0.0 0.1 -0.6
1.5 4.3 -1.9